ORCA calculation (the ωB97M-V functional and the def2-TZVPD basis) on a structure of composition C51H98BeFeN6O19.

Geometry (Å):
Fe1 -0.3156 3.5402 -0.1420
Be1 1.3380 -2.3698 -4.6058
C1 2.4678 0.9262 -1.5122
C2 1.4735 1.7716 -0.7929
C3 0.3237 0.9997 -0.0325
O1 -0.4878 1.7318 0.6002
C4 -0.0283 -0.2956 -0.5505
C5 0.6361 -0.8720 -1.5889
C6 2.0396 -0.2702 -1.9768
O2 2.7980 -0.8855 -2.7946
O3 0.1790 -1.9659 -2.1975
O4 1.6494 2.9504 -0.5088
H1 3.3026 1.4650 -1.9356
H2 -0.9089 -0.8080 -0.1921
C7 -0.3771 1.8421 -3.5946
C8 -0.9439 0.6768 -4.1759
C9 -2.4128 0.2758 -3.9886
O5 -2.9143 -0.8013 -4.5123
C10 -3.2094 1.0326 -3.1598
C11 -2.7123 2.2463 -2.5711
C12 -1.2227 2.6763 -2.7425
O6 -0.7536 3.6033 -2.1077
O7 -3.4002 2.8823 -1.7564
O8 -0.0790 -0.1031 -4.8400
H3 0.6481 2.1022 -3.8131
H4 -4.2392 0.7983 -2.9340
C13 5.7112 2.7539 0.5589
C14 5.3703 3.1287 1.9550
C15 4.0827 2.2197 2.1038
C16 3.5847 2.1383 3.4275
C17 4.6349 1.4266 4.3260
C18 5.9758 2.1756 4.3142
N1 6.4038 2.6471 2.9283
O9 7.6795 3.2769 2.9380
C19 5.9737 3.2326 5.4551
C20 6.9437 1.0921 4.5609
C21 5.2009 4.6783 2.0316
H5 5.8300 1.7045 0.2891
H6 6.5684 3.3301 0.2104
H7 4.9307 3.1612 -0.0838
H8 3.4239 2.8740 1.5328
H9 3.9886 1.2780 1.5630
H10 2.7303 1.4813 3.2651
H11 3.3712 3.1229 3.8436
H12 4.6026 0.3421 4.2220
H13 4.2420 1.4812 5.3413
H14 6.8460 3.4120 6.0836
H15 5.7813 4.2108 5.0144
H16 5.1767 3.2005 6.1980
H17 7.9601 1.3999 4.8067
H18 6.6854 0.5177 5.4506
H19 7.1310 0.5665 3.6245
H20 4.9530 5.1713 1.0917
H21 6.1891 5.1168 2.1706
H22 4.5289 5.1003 2.7789
H23 8.3074 2.5598 2.8234
C22 -6.3911 -1.6486 3.3419
O10 -5.3160 -0.7428 3.2401
C23 -4.0347 -1.4270 3.3391
C24 -2.7562 -0.5530 3.3989
N2 -2.6490 0.3690 2.2579
C25 -3.8231 1.3807 2.0511
C26 -4.0264 2.0815 3.4390
O11 -4.8406 3.2730 3.4571
C27 -6.2943 3.0987 3.2117
H24 -7.2764 -1.0454 3.5429
H25 -6.3541 -2.4006 4.1301
H26 -6.5072 -2.2298 2.4272
H27 -3.9646 -2.0768 2.4667
H28 -4.0843 -1.9773 4.2786
H29 -1.9079 -1.2359 3.4438
H30 -2.6980 0.0005 4.3361
H31 -1.7519 0.7175 1.9516
H32 -4.7654 0.9680 1.6908
H33 -3.5426 2.0867 1.2696
H34 -3.0804 2.4486 3.8371
H35 -4.4540 1.4093 4.1828
H36 -6.8097 4.0586 3.2447
H37 -6.7513 2.3951 3.9077
H38 -6.4197 2.7004 2.2049
C28 -6.7164 0.0873 -1.1535
O12 -5.7143 -0.8493 -1.5344
C29 -4.6556 -0.9872 -0.5445
C30 -4.0669 -2.3890 -0.5644
N3 -3.4280 -2.5527 -1.9237
C31 -3.0223 -3.9289 -2.1827
C32 -4.1403 -4.9307 -2.4649
O13 -4.7611 -4.5406 -3.6640
C33 -5.2956 -5.5729 -4.5210
H39 -7.5521 -0.2054 -0.5178
H40 -7.2848 0.1323 -2.0825
H41 -6.4063 1.0808 -0.8297
H42 -5.0730 -0.9864 0.4624
H43 -3.9682 -0.1582 -0.7131
H44 -4.8111 -3.1718 -0.4180
H45 -3.2816 -2.4604 0.1882
H46 -2.6178 -1.9678 -1.7769
H47 -2.4951 -4.3211 -1.3130
H48 -2.3440 -3.9003 -3.0354
H49 -5.0004 -4.9821 -1.7973
H50 -3.7517 -5.9441 -2.3646
H51 -5.2547 -5.3684 -5.5909
H52 -6.2784 -5.8897 -4.1719
H53 -4.6358 -6.4284 -4.3769
C34 3.3532 -1.6317 1.3502
O14 2.6946 -2.8406 1.6811
C35 1.7687 -3.2494 0.6764
C36 1.4512 -4.7610 1.0722
N4 0.9445 -4.9201 2.4524
C37 -0.3628 -4.2302 2.7416
C38 -1.4838 -4.7535 1.7076
O15 -2.7500 -4.4386 2.2664
C39 -3.3251 -5.4537 3.1347
H54 2.7751 -0.7520 1.0674
H55 4.1096 -1.7000 0.5683
H56 3.8497 -1.2674 2.2495
H57 1.9517 -3.1849 -0.3962
H58 0.9179 -2.6063 0.9012
H59 2.2320 -5.4951 0.8735
H60 0.6809 -5.2065 0.4426
H61 1.6404 -4.6266 3.1229
H62 -0.3302 -3.1407 2.7497
H63 -0.7940 -4.4971 3.7065
H64 -1.4022 -5.8327 1.5781
H65 -1.2745 -4.2925 0.7424
H66 -2.7716 -5.5837 4.0646
H67 -3.4765 -6.4873 2.8237
H68 -4.3172 -5.0862 3.3970
C40 1.9062 -5.5356 -2.6287
O16 2.4394 -4.4173 -3.3212
C41 3.8915 -4.6233 -3.3675
C42 4.4806 -3.5695 -4.2015
N5 3.6866 -3.1773 -5.4208
C43 4.2653 -1.9932 -6.0379
C44 3.4506 -1.8216 -7.2675
O17 1.9915 -1.5204 -7.0855
C45 1.3243 -1.1121 -8.2988
H69 0.8915 -5.3433 -2.2801
H70 2.4717 -5.7150 -1.7143
H71 1.9167 -6.2636 -3.4398
H72 4.0038 -5.6608 -3.6822
H73 4.3661 -4.5558 -2.3885
H74 5.4924 -3.9041 -4.4306
H75 4.5842 -2.6457 -3.6323
H76 3.7941 -3.9764 -6.0290
H77 5.2916 -2.2441 -6.3059
H78 4.2539 -1.1798 -5.3123
H79 3.6280 -2.5906 -8.0193
H80 3.7931 -0.9506 -7.8263
H81 1.2195 -2.0055 -8.9145
H82 1.7248 -0.2689 -8.8615
H83 0.2838 -0.9201 -8.0370
C46 0.4822 3.5558 2.8614
O18 -0.5261 3.9623 1.8967
C47 -1.2772 5.1833 2.1545
C48 -2.5071 5.0810 1.2812
N6 -2.2108 4.8169 -0.1426
C49 -1.9335 6.0384 -0.9629
C50 -0.5086 6.5965 -0.7814
O19 0.2910 5.5542 -0.0943
C51 1.5817 6.0440 0.2388
H84 0.4451 2.4671 2.9007
H85 0.3270 3.7990 3.9125
H86 1.4349 3.9804 2.5449
H87 -0.7214 6.0929 1.9270
H88 -1.6329 5.2286 3.1839
H89 -3.2928 5.8104 1.4783
H90 -2.9853 4.1461 1.5733
H91 -2.9656 4.4175 -0.6817
H92 -2.5580 6.8260 -0.5412
H93 -2.2358 6.0432 -2.0102
H94 -0.6934 7.6528 -0.5863
H95 -0.0311 6.8253 -1.7342
H96 2.1559 6.1838 -0.6770
H97 2.0286 5.3307 0.9313
H98 1.4967 7.0296 0.6965

Calculated values
- 2S+1: 5
- Expectation value of S²: 6.25
- Maximum force: 5.946 eV Å⁻¹
- HOMO energy (alpha / beta): -0.215 / -0.271 Eh
- Total energy: -5037.8751 hartree